1.
{
  "formula": "C4H10NO",
  "method": "the ωB97M-V functional and the def2-TZVPD basis",
  "species": ["C", "O", "C", "C", "C", "N", "H", "H", "H", "H", "H", "H", "H", "H", "H", "H"],
  "coordinates": [[-0.26830, 0.72426, 1.36526], [-1.55023, 0.90545, 1.74266], [-0.14332, 0.22966, -0.07894], [1.27435, -0.01195, -0.54504], [1.37720, -0.55347, -1.97484], [-0.94312, -1.00608, -0.22910], [0.28836, 1.64631, 1.61608], [0.32908, 0.02307, 1.98573], [-0.57865, 0.97865, -0.74268], [1.90000, 0.87273, -0.47705], [1.72331, -0.81661, 0.03840], [2.27597, -0.19567, -2.49532], [0.72686, -0.00284, -2.66604], [1.30954, -1.63248, -2.06587], [-0.35651, -1.80694, -0.38674], [-1.61039, -1.00506, 0.50809]],
  "forces_ev_per_a": [[0.9, 0.1, -0.6], [0.0, -0.3, 0.6], [-0.3, -0.4, -0.5], [0.4, -0.8, -0.4], [0.2, 1.6, -1.2], [0.8, 1.5, -0.8], [0.0, 0.2, -0.4], [-0.7, -0.2, 0.4], [-0.1, 0.3, 0.0], [-0.1, 0.2, 0.3], [0.2, 0.2, 0.7], [0.6, -0.6, 0.7], [-0.9, -0.6, 0.3], [-0.3, 0.0, -0.1], [-0.3, -0.4, 0.6], [-0.5, -0.9, 0.4]],
  "orbital_gap_ev": [10.15, 7.42],
  "homo_ev": [-9.1, -9.1],
  "multiplicity": 2,
  "relative_energy_ev": 0.690,
  "lumo_energy_ha": [0.039, -0.060]
}

2.
{
  "formula": "C37H30FeIN3O2PS2",
  "method": "the ωB97M-V functional and the def2-TZVPD basis",
  "species": ["Fe", "C", "C", "N", "C", "C", "C", "O", "C", "C", "N", "C", "C", "C", "C", "C", "C", "I", "C", "O", "H", "H", "H", "H", "H", "H", "H", "H", "H", "H", "H", "H", "C", "C", "C", "C", "N", "C", "C", "C", "C", "C", "C", "C", "H", "H", "H", "H", "H", "H", "H", "H", "S", "P", "S", "C", "C", "C", "C", "C", "C", "C", "C", "C", "C", "C", "C", "H", "H", "H", "H", "H", "H", "H", "H", "H", "H"],
  "coordinates": [[-0.35278, -0.75737, 0.26628], [-4.80854, -0.63619, 0.49827], [-4.15106, -1.98014, 0.50997], [-4.86776, -3.05236, 0.30324], [-4.27042, -4.26645, 0.31050], [-2.94139, -4.44984, 0.55751], [-2.34870, -5.83009, 0.57969], [-1.24721, -5.97333, -0.31470], [-2.13210, -3.30242, 0.76636], [-0.77624, -3.43528, 1.20205], [0.06401, -2.46352, 1.21780], [1.26762, -2.63518, 1.95791], [2.37550, -3.23401, 1.37655], [3.56899, -3.31353, 2.07869], [3.65089, -2.79680, 3.36162], [2.53442, -2.23243, 3.95933], [1.33477, -2.15487, 3.26535], [-0.36378, -1.43897, 4.23333], [-2.72638, -2.03064, 0.72200], [-2.10294, -0.89886, 0.88793], [-5.87211, -0.75515, 0.30941], [-4.35944, -0.00183, -0.26889], [-4.65148, -0.12369, 1.44926], [-4.91884, -5.11348, 0.11525], [-3.13221, -6.56084, 0.36201], [-1.95104, -6.07380, 1.56727], [-1.55901, -5.76356, -1.20132], [-0.47326, -4.39236, 1.62398], [2.29920, -3.61010, 0.36390], [4.43406, -3.77170, 1.61743], [4.58235, -2.84679, 3.91036], [2.58841, -1.85868, 4.97286], [2.74238, -2.07027, -2.28142], [3.86487, -1.44987, -1.73756], [3.72294, -0.60874, -0.65331], [2.45320, -0.39218, -0.13288], [1.38027, -1.00488, -0.66186], [1.51631, -1.82115, -1.70626], [2.07891, 0.47904, 0.98085], [2.94690, 1.29083, 1.70383], [2.42976, 2.13815, 2.66853], [1.05773, 2.18955, 2.89010], [0.19339, 1.36917, 2.17757], [0.70483, 0.48487, 1.23848], [2.81525, -2.72203, -3.13980], [4.84263, -1.61922, -2.16956], [4.57862, -0.11105, -0.21983], [0.60643, -2.27052, -2.08739], [4.01253, 1.27912, 1.50732], [3.09154, 2.78295, 3.23266], [0.66009, 2.88311, 3.62114], [-0.87500, 1.41688, 2.35015], [1.75913, 1.47965, -2.81833], [0.08662, 2.08916, -2.00977], [-1.23559, 0.73036, -1.17535], [0.32978, 3.36403, -0.72941], [-0.77733, 3.90662, -0.07808], [-0.61119, 4.92586, 0.84254], [0.66375, 5.40858, 1.12188], [1.76588, 4.86536, 0.48184], [1.60026, 3.84381, -0.44668], [-0.95877, 2.95998, -3.22369], [-0.63821, 4.27250, -3.56037], [-1.36650, 4.94337, -4.52937], [-2.41890, 4.30687, -5.17436], [-2.73633, 2.99658, -4.84914], [-2.00882, 2.32398, -3.87683], [-1.76666, 3.52115, -0.29449], [-1.47256, 5.34793, 1.34480], [0.79387, 6.20873, 1.84008], [2.75897, 5.23689, 0.70204], [2.44909, 3.40968, -0.96127], [0.18331, 4.77442, -3.06284], [-1.11273, 5.96512, -4.78116], [-2.98920, 4.83288, -5.92937], [-3.55422, 2.49483, -5.35033], [-2.26076, 1.30215, -3.62426]],
  "forces_ev_per_a": [[0.5, 0.1, -0.6], [0.0, 0.0, 0.0], [0.1, 0.1, 0.0], [0.0, 0.0, 0.0], [0.0, 0.0, 0.0], [0.0, 0.0, 0.0], [0.0, 0.0, 0.0], [0.0, 0.0, 0.0], [-0.2, 0.0, -0.1], [-0.1, -0.1, 0.2], [0.0, 0.1, -0.1], [0.0, 0.0, 0.0], [0.1, 0.1, 0.0], [0.0, 0.0, 0.0], [0.1, 0.0, 0.0], [-0.1, 0.0, 0.0], [0.2, -0.1, 0.0], [0.0, -0.1, 0.1], [-0.1, 0.1, 0.1], [-0.4, -0.2, 0.1], [0.0, 0.0, 0.0], [0.0, 0.0, 0.0], [0.0, 0.0, 0.0], [0.0, 0.0, 0.0], [0.0, 0.0, 0.0], [0.0, 0.0, 0.0], [0.0, 0.0, 0.0], [0.1, 0.0, 0.0], [0.0, 0.0, 0.0], [0.0, 0.0, 0.0], [0.0, 0.0, 0.0], [0.0, 0.0, 0.0], [0.1, 0.0, 0.0], [-0.1, 0.0, 0.0], [0.0, 0.0, 0.0], [-0.1, 0.0, 0.1], [0.1, 0.0, 0.2], [0.0, 0.1, 0.0], [0.0, -0.1, -0.1], [0.0, 0.0, 0.0], [0.1, 0.0, 0.0], [0.0, 0.0, 0.0], [0.0, 0.0, 0.0], [0.0, 0.1, 0.1], [0.0, 0.0, 0.0], [0.0, 0.0, 0.0], [0.0, 0.0, 0.0], [0.0, 0.0, 0.0], [0.0, 0.0, 0.0], [0.0, 0.0, 0.0], [0.0, 0.0, 0.0], [0.0, 0.0, 0.0], [0.0, 0.1, 0.0], [0.0, 0.0, 0.0], [0.0, -0.1, 0.0], [0.1, 0.0, 0.0], [0.0, 0.0, 0.0], [0.0, 0.0, 0.0], [0.0, 0.0, 0.0], [0.0, 0.0, 0.0], [0.0, 0.0, 0.0], [-0.1, -0.1, 0.0], [0.0, 0.0, 0.0], [0.0, 0.0, 0.0], [0.0, 0.0, 0.0], [0.0, 0.0, 0.0], [0.0, 0.0, 0.0], [0.0, 0.0, 0.0], [0.0, 0.0, 0.0], [0.0, 0.0, 0.0], [0.0, 0.0, 0.0], [0.0, 0.0, 0.0], [0.0, 0.0, 0.0], [0.0, 0.0, 0.0], [0.0, 0.0, 0.0], [0.0, 0.0, 0.0], [0.0, 0.0, 0.0]],
  "orbital_gap_ev": [7.62, 7.51],
  "homo_ev": [-7.9, -7.9],
  "multiplicity": 2,
  "relative_energy_ev": 0.000,
  "lumo_energy_ha": [-0.009, -0.014]
}

3.
{
  "formula": "C6H8LaO6",
  "method": "the ωB97M-V functional and the def2-TZVPD basis",
  "species": ["H", "O", "C", "C", "C", "C", "O", "C", "O", "O", "H", "H", "H", "H", "H", "H", "H", "O", "C", "O", "La"],
  "coordinates": [[-4.05026, 0.05489, 1.13146], [-1.76905, -1.77221, 0.45549], [-2.61078, -0.95479, 0.13912], [-4.03690, -0.92973, 0.59970], [-5.02853, -0.88498, -0.56652], [-6.32933, -0.16773, -0.27736], [-7.05684, -0.87368, 0.73749], [-8.25866, -0.41421, 1.03395], [-8.80810, 0.52763, 0.51340], [-8.72761, -1.09068, 2.07624], [-2.32844, -0.11804, -0.54161], [-4.23252, -1.74689, 1.30475], [-5.23817, -1.90428, -0.92106], [-4.58132, -0.34758, -1.41775], [-6.94825, -0.12328, -1.18274], [-6.14575, 0.85789, 0.07137], [-9.57326, -0.71188, 2.34791], [1.49480, 0.13863, -0.50915], [2.15737, -0.45158, -1.24365], [3.02336, -0.83232, -1.93489], [5.57052, -0.91010, -3.10007]],
  "forces_ev_per_a": [[-0.4, -0.6, -0.1], [-0.5, 0.6, -0.3], [0.5, -0.9, 0.0], [0.2, 0.6, 0.4], [0.0, -0.2, -0.2], [-0.4, 0.2, -0.2], [0.8, -0.6, -0.1], [-0.5, 1.3, 0.2], [0.2, -0.5, -0.1], [0.0, -0.5, 0.2], [-0.1, -0.1, 0.0], [0.0, 0.3, -0.2], [0.1, 0.2, 0.1], [0.0, -0.1, 0.2], [0.2, 0.1, 0.2], [-0.1, -0.2, -0.1], [0.0, 0.1, -0.2], [0.2, -1.5, -1.2], [-1.0, 2.7, 2.4], [1.3, -1.2, -1.4], [-0.5, -0.1, 0.2]],
  "orbital_gap_ev": [2.64, 2.96],
  "homo_ev": [-13.4, -13.4],
  "multiplicity": 2,
  "relative_energy_ev": 3.007,
  "lumo_energy_ha": [-0.394, -0.382],
  "total_charge": 2
}

4.
{
  "formula": "C34H40ClN4O3Pd",
  "method": "the ωB97M-V functional and the def2-TZVPD basis",
  "species": ["Pd", "C", "C", "C", "C", "C", "N", "C", "C", "C", "N", "C", "C", "C", "C", "C", "C", "C", "C", "N", "C", "C", "C", "N", "C", "C", "C", "C", "O", "C", "O", "H", "H", "H", "H", "H", "H", "H", "H", "H", "H", "H", "H", "H", "H", "H", "H", "H", "H", "H", "H", "H", "H", "H", "H", "H", "H", "H", "H", "Cl", "C", "C", "C", "C", "C", "C", "C", "H", "H", "H", "H", "H", "H", "C", "O", "C", "C", "H", "H", "H", "H", "H", "H"],
  "coordinates": [[0.62829, -0.09982, -1.33589], [2.06813, -0.27648, 6.30771], [1.66654, 0.18086, 4.93317], [1.13942, 1.42885, 4.72410], [0.75320, 1.91599, 3.44401], [0.32711, 3.27656, 3.43198], [-0.13756, 4.12056, 2.43934], [-1.21879, 3.84586, 1.49965], [-2.56144, 3.52747, 2.14401], [-3.58969, 3.17803, 1.07906], [-3.29636, 1.88835, 0.45004], [-4.12212, 0.88313, 0.47297], [-3.86604, -0.40292, -0.04840], [-4.89003, -1.36841, 0.07231], [-4.73451, -2.65632, -0.35740], [-5.82865, -3.68421, -0.28792], [-3.46541, -2.97384, -0.88073], [-2.41753, -2.08914, -1.01595], [-1.16949, -2.68546, -1.49688], [-0.00977, -2.16985, -1.58429], [1.06937, -3.07570, -1.99748], [2.01170, -3.35591, -0.83797], [2.86461, -2.17398, -0.40173], [2.11206, -1.08432, 0.24480], [1.96180, -1.20512, 1.49990], [1.49728, -0.23387, 2.53268], [1.85328, -0.64053, 3.81619], [0.91382, 1.03087, 2.35868], [0.40794, 1.44092, 1.14599], [-2.59113, -0.70379, -0.64599], [-1.71708, 0.19553, -0.81963], [1.70801, 0.41388, 7.06860], [3.15352, -0.33882, 6.40176], [1.66337, -1.26434, 6.53022], [1.00945, 2.09133, 5.57271], [0.53200, 3.80088, 4.35667], [-0.19251, 5.06413, 2.78951], [-0.92121, 3.03647, 0.85042], [-1.32080, 4.73435, 0.87024], [-2.92719, 4.38266, 2.71757], [-2.45474, 2.69130, 2.84026], [-3.61361, 3.94311, 0.29902], [-4.59240, 3.10827, 1.50003], [-2.40039, 1.68201, -0.01610], [-5.08054, 1.06164, 0.95485], [-5.83009, -1.06398, 0.52335], [-6.44402, -3.55432, 0.60203], [-5.41872, -4.69347, -0.25875], [-6.48725, -3.62331, -1.15609], [-3.29537, -4.00151, -1.19094], [-1.27657, -3.73665, -1.78209], [1.61759, -2.60443, -2.81203], [0.64805, -4.01052, -2.37777], [2.69548, -4.15132, -1.14458], [1.44178, -3.73707, 0.01562], [3.36168, -1.74484, -1.27433], [3.64430, -2.51889, 0.28262], [2.34660, -2.11468, 1.97673], [2.30115, -1.61827, 3.94722], [-0.40752, -0.22880, -4.37956], [1.16975, -0.91219, -4.71254], [1.25402, -1.89784, -5.67446], [2.46817, -2.54182, -5.88450], [3.57534, -2.18677, -5.12395], [3.47568, -1.18195, -4.17643], [2.27112, -0.50244, -3.94114], [2.15936, 0.52704, -2.93241], [0.37339, -2.16867, -6.23997], [2.54104, -3.31642, -6.63539], [4.52159, -2.68687, -5.28101], [4.34866, -0.89396, -3.60198], [1.50461, 1.35982, -3.17856], [3.08033, 0.80141, -2.42865], [1.07771, 3.63397, -1.39213], [0.52387, 2.43327, -0.83539], [1.26478, 1.73095, 0.08666], [2.64957, 2.16410, 0.42711], [1.35702, 4.32114, -0.59366], [0.29124, 4.06854, -2.00230], [1.94065, 3.41240, -2.01994], [3.22851, 2.33603, -0.47860], [3.14972, 1.38222, 0.99451], [2.65485, 3.07995, 1.03124]],
  "forces_ev_per_a": [[-0.1, -0.5, -0.3], [0.0, 0.0, 0.0], [0.0, 0.0, -0.1], [0.0, 0.0, 0.0], [0.0, 0.2, 0.1], [0.0, -0.1, 0.0], [0.0, 0.0, 0.0], [0.1, 0.1, 0.0], [0.0, 0.0, 0.1], [0.0, -0.2, -0.1], [0.0, 0.0, 0.0], [0.0, -0.2, 0.0], [-0.1, 0.3, 0.1], [-0.1, 0.0, 0.0], [0.3, 0.0, -0.1], [0.0, 0.0, 0.0], [-0.3, -0.2, 0.0], [0.4, 0.0, -0.1], [-0.3, 0.3, 0.1], [0.2, -0.1, -0.1], [-0.1, 0.2, 0.0], [0.0, -0.1, 0.0], [0.0, 0.2, 0.0], [-0.2, 0.0, -0.2], [0.0, 0.3, 0.3], [0.1, -0.2, -0.4], [0.0, 0.1, 0.2], [0.0, -0.2, -0.1], [0.1, 0.1, -0.1], [0.1, -0.2, -0.1], [0.1, 0.0, 0.1], [0.0, 0.0, 0.0], [0.0, 0.0, 0.0], [0.0, 0.0, 0.0], [0.0, 0.0, 0.0], [0.0, 0.0, 0.0], [0.0, 0.0, 0.0], [0.0, -0.1, -0.1], [0.0, 0.0, 0.0], [0.0, 0.0, 0.0], [0.0, 0.0, 0.0], [0.0, 0.0, 0.0], [0.0, 0.0, 0.0], [0.0, 0.0, 0.0], [0.0, 0.0, 0.0], [0.0, 0.0, 0.0], [0.0, 0.0, 0.0], [0.0, 0.0, 0.0], [0.0, 0.0, 0.0], [0.0, 0.0, 0.0], [0.0, 0.0, 0.0], [0.0, 0.0, 0.0], [0.0, 0.0, 0.0], [0.0, 0.0, 0.0], [0.0, 0.0, 0.0], [0.0, 0.0, 0.0], [0.0, -0.1, 0.0], [0.1, 0.0, 0.0], [0.0, 0.0, 0.0], [0.1, 0.1, -0.1], [-0.2, 0.0, 0.1], [0.1, 0.0, 0.0], [-0.1, 0.0, 0.0], [0.0, 0.1, 0.0], [0.1, -0.1, 0.0], [-0.1, 0.1, 0.0], [-0.3, -0.1, 0.1], [0.0, 0.0, 0.0], [0.0, 0.0, 0.0], [0.0, 0.0, 0.0], [0.0, 0.0, 0.0], [0.1, 0.0, 0.0], [0.0, 0.0, 0.0], [0.0, -0.1, 0.0], [0.0, 0.0, 0.1], [0.0, 0.4, 0.5], [0.0, 0.0, 0.0], [0.0, 0.0, 0.0], [0.0, 0.0, 0.0], [0.0, 0.0, 0.0], [0.0, 0.0, 0.0], [0.0, 0.0, 0.0], [0.0, 0.0, 0.0]],
  "orbital_gap_ev": [5.92, 7.06],
  "homo_ev": [-8.6, -10.2],
  "multiplicity": 5,
  "relative_energy_ev": 0.000,
  "lumo_energy_ha": [-0.100, -0.116],
  "total_charge": 1
}